# 1
# C22H23ClN2O6PdS2

A structure of composition C22H23ClN2O6PdS2 (ωB97M-V/def2-TZVPD, the OMol25 dataset).

```
57
Properties=species:S:1:pos:R:3
Pd -0.52479 0.59246 -0.15615
O -2.67797 -3.36603 -2.16327
C -1.74361 -3.79062 -3.02010
C -2.02173 -4.92305 -3.79497
C -1.08439 -5.41311 -4.68574
C 0.15033 -4.78433 -4.82320
C 0.42330 -3.65901 -4.05659
C -0.50061 -3.13879 -3.15449
C -0.20307 -1.90310 -2.33271
O -1.10544 -1.52817 -1.52248
N 0.96637 -1.35576 -2.57675
N 1.19755 -0.23780 -1.78529
C 2.33973 0.26470 -1.96604
S 3.54549 -0.42513 -3.09221
C 4.77583 0.87296 -2.80584
C 4.61280 1.35575 -1.37498
S 2.86766 1.70882 -1.10135
H -2.23482 -2.58052 -1.69280
H -2.98592 -5.40071 -3.66925
H -1.31776 -6.29362 -5.27586
H 0.88796 -5.16657 -5.51884
H 1.37092 -3.14080 -4.14075
H 4.61903 1.69953 -3.50110
H 5.76812 0.44898 -2.97713
H 5.17130 2.27279 -1.18172
H 4.93616 0.58587 -0.67263
C -2.04231 4.87868 -2.51342
C -1.75142 3.51414 -1.89317
C -0.32038 3.05136 -1.91008
O -2.68354 2.86586 -1.48378
H -1.16022 5.51796 -2.56805
H -2.82871 5.36836 -1.94031
H -2.41552 4.71709 -3.52864
H 0.34203 3.90609 -1.75275
H -0.11002 2.63313 -2.90204
H -0.06886 2.28944 -1.15206
C -1.62040 1.78315 6.35503
C -0.93885 0.55332 5.82456
C -0.35262 -0.37697 6.67318
C 0.27602 -1.49308 6.15501
Cl 1.01545 -2.65759 7.25717
C 0.34527 -1.69466 4.78938
C -0.23460 -0.77506 3.92570
C -0.89772 0.33885 4.44057
O -1.57103 1.24219 3.70751
C -1.53058 1.19245 2.23383
C -0.19989 1.77004 1.71010
O -0.21779 2.99449 1.38446
O 0.81977 1.03349 1.92526
H -1.40700 1.91168 7.41823
H -2.70433 1.72696 6.22233
H -1.29042 2.66844 5.81052
H -0.37908 -0.22118 7.74566
H 0.87201 -2.55219 4.39141
H -0.10579 -0.87935 2.85935
H -2.35232 1.83274 1.93819
H -1.71958 0.16545 1.91907
```

Lowest unoccupied orbital energy, hartree: 0.1532
Net charge: -2
Spin multiplicity: 1
Maximum force, eV/A: 0.97
Molar mass, g mol⁻¹: 617.4

natural (NBO) population analysis, charges in e, atoms 1 to 6: 0.142 -0.718 0.424 -0.328 -0.208 -0.296

=====

# 2
# C22H23FN6O2S

An isolated molecule of C22H23FN6O2S at a distorted geometry (ωB97M-V/def2-TZVPD, the OMol25 dataset).

```
55
Properties=species:S:1:pos:R:3
C -6.57268 -2.67132 1.60447
C -7.01637 -2.05491 0.28102
O -6.62460 -0.70234 0.15019
C -5.33769 -0.39250 -0.15286
C -5.05212 0.98343 -0.17308
C -3.80079 1.45730 -0.48374
C -2.78944 0.55000 -0.78572
N -1.50072 0.85953 -1.11583
C -0.79747 -0.18492 -1.33580
N 0.51834 -0.24709 -1.68983
C 1.48724 0.72307 -1.81349
O 2.62429 0.36297 -2.04063
C 1.07021 2.18483 -1.68197
N 1.51339 2.87582 -0.49240
C 0.92862 2.41533 0.76132
C 1.96375 2.15587 1.86144
C 3.19109 1.40255 1.34920
N 2.83679 0.04241 1.00824
N 1.59583 -0.43119 1.07789
N 1.54746 -1.64539 0.69986
C 2.80204 -2.04235 0.35469
C 3.28849 -3.26078 -0.11980
C 4.63774 -3.30570 -0.35945
F 5.18066 -4.45480 -0.81769
C 5.50661 -2.22488 -0.15106
C 5.03403 -1.02146 0.31219
C 3.66670 -0.93745 0.55743
C 3.82241 2.12151 0.13805
C 2.90416 3.23524 -0.39342
S -1.65286 -1.73625 -1.16727
C -3.08072 -0.82833 -0.76196
C -4.33957 -1.31164 -0.45045
H -6.97162 -2.09068 2.43231
H -5.48869 -2.68363 1.68602
H -6.94379 -3.68997 1.67577
H -8.10858 -2.02342 0.23520
H -6.65374 -2.64662 -0.56842
H -5.85672 1.66103 0.06346
H -3.58735 2.51351 -0.49746
H 0.88387 -1.19227 -1.76979
H 1.49715 2.70816 -2.54348
H -0.01802 2.25251 -1.71826
H 0.22823 3.18371 1.11724
H 0.35771 1.50124 0.59293
H 2.30728 3.10042 2.28507
H 1.48876 1.57840 2.65491
H 3.92906 1.33457 2.16150
H 2.64708 -4.10993 -0.28351
H 6.55413 -2.36379 -0.36664
H 5.69320 -0.18431 0.47531
H 4.78190 2.55823 0.41774
H 3.99760 1.40065 -0.65998
H 2.96492 4.10499 0.27042
H 3.25426 3.54569 -1.37949
H -4.51150 -2.37506 -0.45039
```

Lowest unoccupied orbital energy, hartree: 0.0167
Net charge: 0
Spin multiplicity: 1
SMILES: CCOc1ccc2nc(NC(=O)CN3CCC(n4nnc5cc(F)ccc54)CC3)sc2c1
Maximum force, eV/A: 1.34
Molar mass, g mol⁻¹: 454.5

natural (NBO) population analysis, charges in e, atoms 1 to 6: -0.638 -0.063 -0.491 0.297 -0.255 -0.176

=====

# 3
# C22H23N3O3S

An isolated molecule of C22H23N3O3S at a distorted geometry (ωB97M-V/def2-TZVPD, the OMol25 dataset).

```
52
Properties=species:S:1:pos:R:3
C 0.46838 -1.41052 -3.30497
C 0.13992 -1.68964 -1.94369
C 1.34328 -1.35876 -0.86476
C 1.08733 -1.66695 0.38151
C -0.23807 -1.97017 0.61723
C -0.50274 -2.33026 2.24271
C -1.30676 -2.11692 -0.15175
N -2.60322 -2.34192 0.40162
S -3.26251 -0.84060 0.72378
O -2.80188 -0.41992 2.28100
O -4.77448 -0.82437 0.63799
C -2.53441 0.46163 -0.22111
C -1.44966 0.79824 0.16285
C -0.59534 1.75883 -0.49253
C 0.58320 2.48348 -0.09495
O 0.95785 3.42634 -0.52552
N 1.40808 1.71763 0.63789
C 2.57378 2.38872 1.25973
C 3.80488 1.49157 1.05318
C 5.17278 1.91799 1.27202
C 6.17389 1.12765 0.94899
C 5.89395 -0.11678 0.91282
C 4.64102 -0.71363 0.46855
N 3.56684 -0.04746 0.93355
C -0.99674 2.00195 -1.99351
C -2.12990 1.44476 -2.18285
C -2.98337 0.52264 -1.47981
C -4.20248 0.01255 -1.94193
C -1.12271 -2.08353 -1.47234
H 0.30877 -0.45055 -3.56653
H -0.01199 -2.22119 -4.01319
H 1.58646 -1.55246 -3.64263
H 2.35224 -1.34567 -1.40382
H 1.94645 -1.75228 0.99058
H 0.55962 -2.52745 2.92330
H -0.80587 -3.43296 2.33297
H -1.16131 -1.49915 2.52894
H -3.35618 -2.54986 -0.39630
H -1.20951 0.84219 1.20987
H 1.16585 0.70776 0.92847
H 2.56942 2.32846 2.37967
H 2.54389 3.29168 0.83539
H 5.06266 3.14106 1.43062
H 7.25552 1.60335 1.21303
H 6.84716 -0.79279 0.51375
H 4.43028 -1.53676 0.41300
H -0.42339 2.76236 -2.44122
H -2.57247 1.49850 -3.35538
H -4.80672 -0.61404 -1.49370
H -4.85874 0.67158 -2.73983
H -4.01748 -0.68100 -2.85168
H -1.79203 -2.16814 -2.23603
```

Lowest unoccupied orbital energy, hartree: -0.0153
Net charge: 0
Spin multiplicity: 1
SMILES: Cc1ccc(C)c(NS(=O)(=O)c2cc(C(=O)NCc3ccccn3)ccc2C)c1
Maximum force, eV/A: 19.63
Molar mass, g mol⁻¹: 409.5

natural (NBO) population analysis, charges in e, atoms 1 to 6: -0.650 0.037 -0.144 -0.273 0.004 -0.660

=====

# 4
# C22H23N3O4

An isolated molecule of C22H23N3O4 (ωB97M-V/def2-TZVPD, the OMol25 dataset).

```
52
Properties=species:S:1:pos:R:3
C 1.42707 -7.43028 1.43533
O 1.22496 -6.29452 2.24308
C 1.28842 -5.06668 1.66958
C 1.54101 -4.82665 0.32242
C 1.58270 -3.52913 -0.15567
C 1.38316 -2.46201 0.70464
N 1.43534 -1.12979 0.20685
C 2.43753 -0.68160 -0.64438
O 3.36855 -1.33889 -1.01713
C 2.14665 0.76527 -0.98931
C 0.86595 1.11614 -0.23150
N -0.21757 1.53765 -1.07402
C -0.94630 2.70716 -1.00341
C -0.74486 3.72875 0.05414
C -1.47122 3.30550 1.33965
C -1.26808 4.29240 2.48854
C -1.86170 5.67941 2.22094
O -1.10942 6.46114 1.32276
N -1.85971 2.78650 -1.92060
C -1.77800 1.62893 -2.65048
C -2.52629 1.20219 -3.74025
C -2.23053 -0.03374 -4.27561
C -1.21918 -0.83473 -3.74549
C -0.46059 -0.42722 -2.66517
C -0.74779 0.81580 -2.12437
C 0.48905 -0.17591 0.51065
O -0.46539 -0.32177 1.22295
C 1.13091 -2.69132 2.05239
C 1.08021 -3.98266 2.52649
H 1.33392 -8.28539 2.10270
H 0.67049 -7.50264 0.64777
H 2.42458 -7.43017 0.98490
H 1.70405 -5.63832 -0.36795
H 1.78118 -3.35417 -1.20115
H 2.99907 1.38136 -0.70167
H 2.02069 0.86122 -2.06925
H 1.03578 1.89626 0.51653
H 0.32011 3.87871 0.25258
H -1.16167 4.66969 -0.30252
H -1.12660 2.31675 1.65391
H -2.53663 3.22385 1.11970
H -1.74666 3.88650 3.38159
H -0.19971 4.39784 2.70326
H -2.84869 5.58221 1.76412
H -1.97396 6.21350 3.17639
H -0.22604 6.58814 1.68584
H -3.31015 1.82473 -4.13977
H -2.79395 -0.39747 -5.12200
H -1.02406 -1.79966 -4.18939
H 0.31192 -1.06803 -2.26712
H 0.96793 -1.86176 2.72129
H 0.88349 -4.18309 3.56726
```

Lowest unoccupied orbital energy, hartree: 0.0179
Net charge: 0
Spin multiplicity: 1
SMILES: COc1ccc(N2C(=O)C[C@@H](n3c(CCCCO)nc4ccccc43)C2=O)cc1
Maximum force, eV/A: 0.77
Molar mass, g mol⁻¹: 393.4

natural (NBO) population analysis, charges in e, atoms 1 to 6: -0.253 -0.487 0.310 -0.293 -0.197 0.162

=====

In eV, the frontier orbital gap values for the records above are, in order, 4.67 8.34 8.20 8.93.
In eV, the relative energy (zero: lowest compared OMol25 entry of this formula, charge and spin) values for the records above are, in order, 0.990 0.394 19.194 1.774.
In eV, the energy values for the records above are, in order, -76125.129 -49775.417 -44618.017 -35848.780.